C20H45F6NO16P3S2Ti | the ωB97M-V functional and the def2-TZVPD basis

Calculated values
net charge	0
spin multiplicity	4
E	-5316.8182	Ha
Kohn-Sham gap (alpha / beta)	6.81 / 8.17	eV

The geometry in XYZ format:
```
94
Properties=species:S:1:pos:R:3:forces:R:3
Ti 7.427 8.965 3.778 0.3 -0.3 -0.5
C 8.401 9.205 -1.041 0.5 -0.7 -0.6
F 7.578 8.183 -1.398 1.0 1.0 0.3
F 9.065 9.666 -2.124 -0.2 -0.8 0.7
F 7.661 10.210 -0.633 -0.6 0.4 0.8
S 9.690 8.684 0.332 1.5 0.1 -1.1
O 10.859 8.254 -0.461 -2.5 0.0 1.5
O 9.980 9.834 1.150 -1.3 0.0 0.3
N 8.810 7.546 1.270 1.7 2.6 -1.3
S 9.448 6.174 0.813 0.2 -4.5 -1.6
O 9.295 5.887 -0.632 0.3 0.6 2.5
O 10.684 5.765 1.472 -1.3 0.9 -0.6
C 8.151 5.041 1.616 0.3 0.7 -1.0
F 8.416 3.736 1.333 -0.5 1.5 0.6
F 8.102 5.284 2.921 0.5 -0.7 0.8
F 6.930 5.390 1.184 0.0 -0.6 -0.6
C -0.690 9.161 4.484 0.2 -1.9 -1.2
C 0.268 7.980 4.088 -1.3 1.8 -0.8
O 1.556 8.380 4.551 1.5 -1.4 0.1
P 2.740 7.300 4.287 1.4 0.3 0.4
O 4.077 7.692 4.835 -1.6 0.0 -0.5
O 2.777 7.118 2.670 -1.2 -2.0 3.1
C 3.285 8.165 1.900 0.2 0.9 -0.5
C 2.702 8.027 0.541 -0.7 -0.6 -1.1
O 2.170 5.931 4.936 0.1 1.1 -2.1
C 2.357 5.640 6.308 -0.8 -0.8 1.7
C 1.146 6.096 7.164 -0.1 1.6 -1.0
H -1.603 9.011 3.908 -0.4 -0.3 0.4
H -0.887 9.118 5.555 0.1 0.6 -0.2
H -0.340 10.089 4.033 0.5 0.1 0.8
H -0.055 6.981 4.382 0.1 0.2 0.8
H 0.300 7.910 3.001 0.1 0.2 -0.2
H 2.956 9.116 2.317 0.5 0.2 0.2
H 4.364 8.024 1.831 0.1 0.6 0.3
H 1.661 7.707 0.572 -0.2 0.2 0.4
H 2.705 8.959 -0.023 0.5 -0.1 -0.1
H 3.184 7.194 0.029 0.2 0.3 -0.4
H 2.360 4.556 6.421 0.5 -0.1 -0.5
H 3.311 6.058 6.630 -0.1 0.0 0.2
H 1.142 7.186 7.145 0.2 0.3 0.4
H 0.197 5.908 6.661 0.1 -0.7 -0.2
H 1.027 5.778 8.200 0.6 -0.3 -0.2
C 8.737 16.521 1.794 -0.6 -0.9 0.3
C 7.936 15.198 1.693 1.9 0.3 -1.2
O 6.842 15.201 2.572 -2.3 -0.3 1.3
P 5.739 14.019 2.584 -0.2 -0.6 -1.0
O 6.267 12.651 2.802 -0.4 1.1 -0.1
O 4.530 14.428 3.588 3.6 1.6 -1.4
C 3.483 13.540 3.836 -0.8 0.3 0.0
C 2.311 14.430 4.218 -0.9 -0.9 0.2
O 5.073 14.174 1.103 0.7 -1.6 2.1
C 4.454 15.342 0.684 -0.7 1.2 -1.8
C 3.885 15.025 -0.712 -0.2 0.8 -0.1
H 9.561 16.502 1.081 0.1 -0.2 0.2
H 8.141 17.398 1.541 -0.2 -0.1 0.2
H 9.099 16.581 2.820 0.2 0.4 -0.1
H 7.695 15.045 0.641 -0.8 0.0 0.0
H 8.586 14.352 1.918 0.1 0.0 0.3
H 3.260 12.977 2.930 -0.1 -0.3 0.0
H 3.822 12.870 4.627 -0.4 -0.1 0.1
H 2.546 15.191 4.962 0.1 -0.3 0.1
H 1.792 14.929 3.399 0.6 0.0 -0.4
H 1.545 13.742 4.574 -0.2 0.1 0.5
H 3.627 15.715 1.287 0.1 -0.4 0.6
H 5.194 16.141 0.653 0.1 0.1 -0.2
H 3.665 15.908 -1.312 0.4 0.5 0.2
H 4.594 14.437 -1.295 -0.2 -0.3 0.2
H 2.883 14.600 -0.650 0.3 -0.7 0.2
C 13.643 6.135 6.474 0.7 1.2 -0.4
C 12.648 7.212 6.925 -0.1 0.3 -1.3
O 11.696 6.618 7.751 -3.0 -0.8 1.8
P 10.201 6.170 7.299 0.7 -0.3 0.9
O 9.375 7.180 6.588 0.9 -1.2 0.3
O 10.536 4.812 6.514 -0.8 -0.2 -0.2
C 11.081 3.614 7.138 0.3 -0.7 0.4
C 11.215 2.470 6.124 -0.3 0.9 -0.5
O 9.519 5.647 8.703 1.3 0.3 -1.3
C 8.167 5.159 8.590 -0.7 1.2 -0.4
C 7.671 4.742 9.935 0.5 -0.3 0.7
H 14.222 6.553 5.651 0.1 0.0 -0.2
H 14.394 5.900 7.228 -0.3 -0.1 0.3
H 13.191 5.223 6.083 -0.3 0.2 0.2
H 13.007 8.111 7.428 0.8 -0.5 0.5
H 12.121 7.710 6.112 0.0 -0.5 -0.7
H 12.042 3.880 7.578 0.1 0.0 -0.1
H 10.467 3.234 7.954 -0.4 0.6 0.1
H 11.977 2.752 5.398 -0.1 -0.3 -0.2
H 11.429 1.473 6.510 0.4 0.4 0.6
H 10.257 2.326 5.623 0.0 0.3 -0.3
H 7.586 6.011 8.237 -0.2 0.0 -0.2
H 8.039 4.359 7.861 0.5 -0.1 -0.1
H 7.838 5.523 10.677 0.0 0.1 -0.1
H 6.609 4.497 9.936 0.1 -0.1 -0.2
H 8.252 3.878 10.255 -0.2 -0.2 0.2
```
Positions in Å, forces in eV/Å.

Atom-resolved charges from Löwdin, all expressed in e: 0.87, -0.61, 0.11, 0.12, 0.14, 0.65, -0.30, -0.33, -0.34, 0.57, -0.32, -0.30, -0.65, 0.12, 0.11, 0.10, -0.04, -0.27, -0.19, 0.51, -0.27, -0.19, -0.31, -0.07, -0.19, -0.25, -0.06, 0.07, 0.08, 0.07, 0.11, 0.10, 0.12, 0.12, 0.08, 0.09, 0.09, 0.12, 0.11, 0.06, 0.07, 0.08, -0.06, -0.29, -0.18, 0.50, -0.25, -0.20, -0.29, -0.06, -0.19, -0.30, -0.06, 0.08, 0.07, 0.08, 0.12, 0.12, 0.12, 0.12, 0.08, 0.07, 0.07, 0.11, 0.11, 0.07, 0.08, 0.07, -0.05, -0.27, -0.20, 0.49, -0.26, -0.19, -0.25, -0.06, -0.19, -0.30, -0.08, 0.08, 0.08, 0.06, 0.12, 0.11, 0.11, 0.11, 0.08, 0.08, 0.08, 0.11, 0.12, 0.08, 0.08, 0.08

---

C20H45FN4O | the ωB97M-V functional and the def2-TZVPD basis

Calculated values
net charge	+2
E	-1182.2875	Ha
Kohn-Sham gap	9.86	eV

The geometry in XYZ format:
```
71
Properties=species:S:1:pos:R:3:forces:R:3
F -6.539 -23.420 -32.070 1.0 -3.0 2.9
C -11.278 -22.431 -34.035 -1.3 -1.2 -0.6
C -10.383 -23.659 -33.625 -1.2 1.8 -0.4
N -9.875 -23.346 -32.327 2.9 -2.4 2.9
C -10.548 -23.015 -31.214 -1.1 -0.4 2.0
C -9.712 -23.090 -30.126 -1.0 -1.7 0.0
N -8.491 -23.595 -30.538 -2.9 0.1 -3.4
C -8.612 -23.712 -31.930 -2.2 -1.0 3.4
C -7.377 -24.052 -29.738 0.0 -1.1 -0.6
H -12.323 -22.685 -33.858 -0.1 -0.1 -0.3
H -11.171 -22.170 -35.088 -0.1 -0.3 -0.1
H -11.123 -21.487 -33.513 -0.6 -1.5 -0.3
H -9.465 -23.740 -34.207 -3.1 -0.1 1.2
H -10.894 -24.622 -33.607 -0.2 0.2 0.0
H -11.579 -22.691 -31.229 0.1 -0.4 0.0
H -9.929 -22.744 -29.125 0.1 -0.4 0.1
H -7.846 -24.195 -32.519 -1.0 -0.5 2.0
H -7.749 -24.586 -28.864 0.0 1.0 0.6
H -6.671 -23.224 -29.682 0.2 -0.7 0.7
H -7.004 -24.912 -30.295 0.7 0.5 -0.1
C -2.801 -20.315 -31.089 0.6 1.0 -0.6
C -4.149 -20.975 -30.852 0.2 -1.1 -0.5
C -5.351 -20.132 -31.251 0.2 1.2 -0.4
C -6.653 -20.782 -31.022 -1.0 -0.1 1.0
N -7.868 -19.905 -31.492 -0.6 -1.8 0.6
C -9.154 -20.612 -30.920 -0.4 3.4 -0.8
C -10.244 -20.409 -32.031 0.8 -0.3 2.1
C -9.473 -20.706 -33.266 2.0 0.5 0.4
C -8.104 -20.040 -33.022 -1.2 1.9 -0.6
C -7.888 -18.394 -31.004 0.3 -1.7 -1.1
H -2.345 -19.878 -30.200 -0.3 0.3 -0.1
H -2.913 -19.593 -31.897 -0.3 0.8 0.4
H -1.987 -20.846 -31.582 -0.3 -1.2 0.5
H -4.267 -21.358 -29.839 0.1 0.2 0.2
H -4.134 -21.877 -31.464 -0.4 -0.1 0.0
H -5.367 -19.892 -32.314 0.7 0.2 0.0
H -5.377 -19.197 -30.691 0.4 0.2 0.1
H -6.731 -21.047 -29.968 -0.7 0.8 0.5
H -6.712 -21.783 -31.448 -0.8 1.3 0.5
H -9.478 -20.054 -30.042 0.4 0.0 0.3
H -9.065 -21.656 -30.620 1.1 1.7 -0.9
H -10.746 -19.443 -32.085 0.3 0.2 0.4
H -10.987 -21.147 -31.729 -0.1 0.9 -0.6
H -9.970 -20.272 -34.134 0.6 -0.3 -0.3
H -9.302 -21.782 -33.294 0.0 1.2 -0.7
H -8.259 -19.024 -33.385 0.3 0.3 0.2
H -7.337 -20.452 -33.678 0.5 -0.2 1.1
H -7.360 -17.813 -31.761 0.2 -0.1 0.3
H -7.417 -18.341 -30.023 -0.2 0.0 -0.1
H -8.934 -18.085 -31.005 0.1 -0.1 0.2
C -6.435 -22.992 -36.547 1.2 -0.5 0.1
N -6.588 -23.934 -35.337 -1.7 1.8 0.0
C -7.938 -23.494 -34.625 3.4 0.1 -2.3
C -6.732 -25.332 -35.840 -0.2 0.4 0.4
C -5.444 -23.893 -34.338 1.2 -1.9 -0.8
C -4.851 -22.587 -33.920 -1.8 0.4 -0.1
O -5.910 -21.870 -33.297 2.8 4.2 -4.9
H -6.198 -21.972 -36.244 -0.5 -0.1 0.3
H -7.255 -23.052 -37.263 -0.5 0.0 0.7
H -5.583 -23.301 -37.152 0.3 -0.3 0.3
H -7.976 -23.873 -33.604 0.7 0.3 -2.8
H -8.812 -23.802 -35.198 1.7 -0.2 -1.6
H -7.873 -22.406 -34.589 -0.2 -0.2 0.1
H -7.534 -25.289 -36.577 0.2 -0.5 0.0
H -6.993 -25.957 -34.986 -0.1 -0.1 -0.2
H -5.772 -25.660 -36.238 -0.3 0.0 -0.2
H -4.702 -24.534 -34.812 0.3 0.1 -0.1
H -5.749 -24.418 -33.433 -0.2 0.0 -0.5
H -4.468 -22.051 -34.788 -0.1 0.4 0.1
H -3.990 -22.776 -33.279 0.0 -0.2 0.2
H -6.293 -22.343 -32.554 0.6 -1.2 -0.4
```
Positions in Å, forces in eV/Å.

Atom-resolved charges from Löwdin, all expressed in e: -0.36, -0.03, -0.12, -0.06, -0.07, -0.05, -0.06, 0.01, 0.03, 0.10, 0.10, 0.02, 0.01, 0.16, 0.16, 0.17, 0.11, 0.12, 0.09, 0.11, -0.08, -0.23, -0.20, -0.14, -0.13, -0.06, -0.14, -0.21, -0.05, 0.07, 0.08, 0.08, 0.08, 0.12, 0.08, 0.12, 0.12, 0.14, 0.08, 0.14, 0.05, 0.14, 0.08, 0.14, 0.06, 0.13, 0.11, 0.11, 0.11, 0.10, 0.03, -0.27, 0.00, 0.02, -0.11, -0.17, -0.17, 0.10, 0.11, 0.11, 0.04, 0.11, 0.11, 0.11, 0.12, 0.12, 0.14, 0.13, 0.13, 0.13, -0.12

---

C20H45IN6O2S4W | the ωB97M-V functional and the def2-TZVPD basis

Calculated values
net charge	+4
spin multiplicity	3
E	-3224.2901	Ha
Kohn-Sham gap (alpha / beta)	7.84 / 7.41	eV

The geometry in XYZ format:
```
79
Properties=species:S:1:pos:R:3:forces:R:3
W -0.653 -0.440 -0.450 -0.8 -0.4 0.0
C -3.969 -0.902 -1.982 -0.1 0.1 -0.1
C -4.081 0.565 -1.623 -0.3 -0.1 0.0
S -2.897 1.087 -0.357 0.3 0.1 -0.2
C -3.753 0.617 1.166 -0.3 -0.1 0.2
C -3.706 -0.857 1.512 -0.1 0.0 0.1
S -1.997 -1.426 1.440 0.3 0.1 0.1
C -2.197 -3.173 1.014 0.0 -0.2 0.0
C -0.871 -3.760 0.572 -0.1 -0.2 0.0
S -0.062 -2.902 -0.803 -0.1 0.0 0.0
C -0.844 -3.542 -2.295 -0.1 -0.2 -0.1
C -2.245 -3.026 -2.536 0.0 -0.1 -0.1
S -2.241 -1.225 -2.357 0.1 0.0 0.0
H -4.541 -1.134 -2.883 0.0 0.1 0.0
H -4.300 -1.567 -1.188 0.0 0.0 0.0
H -5.082 0.804 -1.259 0.0 0.0 0.0
H -3.887 1.201 -2.485 0.0 0.0 0.0
H -4.789 0.943 1.057 0.0 0.0 0.0
H -3.319 1.223 1.958 -0.1 -0.2 -0.1
H -4.314 -1.473 0.855 0.0 0.0 0.0
H -4.034 -1.028 2.538 -0.1 0.1 0.0
H -2.958 -3.242 0.240 0.0 -0.1 0.0
H -2.562 -3.684 1.907 0.0 0.0 0.0
H -0.998 -4.798 0.259 0.0 0.0 0.0
H -0.134 -3.769 1.376 0.0 0.0 0.0
H -0.822 -4.632 -2.234 0.0 0.0 -0.1
H -0.166 -3.257 -3.101 0.0 0.0 0.0
H -2.978 -3.456 -1.856 0.0 0.0 0.0
H -2.567 -3.240 -3.556 0.0 -0.1 0.0
N 1.657 -0.500 -4.155 -0.1 0.1 0.1
C 0.686 0.053 -3.457 0.3 -0.1 -0.3
O 0.499 -0.343 -2.270 0.1 0.5 0.2
C -0.124 1.087 -4.215 0.2 -0.4 0.2
I -1.124 2.481 -3.025 -0.2 0.4 0.1
H 2.243 -1.216 -3.746 0.0 0.0 -0.1
H 1.853 -0.215 -5.106 0.0 0.0 0.0
H -0.874 0.567 -4.810 0.0 0.0 0.0
H 0.526 1.648 -4.881 0.0 -0.1 -0.1
C 3.095 -1.704 -0.832 -0.1 0.2 -0.2
N 3.128 -0.896 0.386 0.3 0.1 -0.2
C 4.451 -0.317 0.704 -0.2 0.0 -0.1
C 2.146 -0.889 1.291 -0.2 -0.1 0.5
N 0.813 -0.951 0.977 0.3 -0.4 -0.2
N 2.458 -0.838 2.594 0.1 0.1 0.1
C 3.647 -1.525 3.155 -0.3 0.1 -0.1
C 1.522 -0.325 3.600 0.1 0.0 -0.1
H 3.449 -2.718 -0.641 0.0 0.0 0.0
H 3.762 -1.242 -1.560 0.1 0.0 0.0
H 2.101 -1.747 -1.269 0.2 0.1 0.2
H 4.812 0.202 -0.181 0.0 0.0 -0.1
H 5.181 -1.077 0.974 0.0 0.0 0.0
H 4.350 0.398 1.515 0.0 0.0 0.0
H 0.325 -1.251 1.813 0.2 0.1 0.1
H 4.035 -2.245 2.440 0.0 0.0 0.0
H 3.316 -2.064 4.041 0.0 0.0 0.0
H 4.420 -0.816 3.440 0.0 0.0 0.0
H 0.929 0.486 3.181 -0.1 0.0 0.0
H 2.097 0.074 4.433 0.0 0.0 0.0
H 0.874 -1.115 3.990 0.0 0.0 0.0
C -0.596 4.703 1.376 0.0 -0.3 0.0
N -0.481 3.226 1.407 0.0 0.4 0.2
C -1.383 2.569 2.345 0.1 0.1 -0.1
C 0.291 2.543 0.565 -0.4 -0.4 -0.1
O -0.133 1.361 0.179 0.6 0.8 -0.1
N 1.437 3.042 0.132 0.3 0.2 0.1
C 2.200 4.057 0.899 -0.2 -0.3 -0.1
C 2.100 2.640 -1.102 0.0 0.0 0.1
H -1.659 4.937 1.367 0.0 0.1 0.0
H -0.150 5.098 0.469 0.0 0.0 0.0
H -0.131 5.161 2.246 0.0 0.0 0.0
H -1.163 2.891 3.363 0.0 0.1 0.0
H -1.262 1.489 2.294 0.1 0.0 0.0
H -2.412 2.850 2.115 0.1 0.1 0.1
H 1.904 4.037 1.944 0.0 0.0 0.0
H 2.067 5.051 0.480 0.0 0.1 0.0
H 3.249 3.779 0.831 0.0 0.1 0.0
H 1.550 1.861 -1.609 -0.1 -0.1 0.0
H 3.098 2.289 -0.857 0.2 -0.1 -0.1
H 2.188 3.507 -1.758 0.0 0.0 0.0
```
Positions in Å, forces in eV/Å.

Atom-resolved charges from Löwdin, all expressed in e: 1.19, -0.43, -0.46, 0.83, -0.44, -0.41, 0.91, -0.41, -0.41, 0.91, -0.43, -0.41, 0.89, 0.12, 0.08, 0.12, 0.05, 0.12, 0.05, 0.09, 0.12, 0.08, 0.12, 0.12, 0.10, 0.12, 0.10, 0.09, 0.12, 0.26, -0.55, -0.29, -0.53, 1.14, 0.14, 0.16, 0.08, 0.08, -0.03, -0.11, -0.01, -0.38, -0.12, -0.12, 0.01, -0.01, 0.12, 0.10, -0.01, 0.10, 0.11, 0.10, -0.01, 0.10, 0.11, 0.11, 0.08, 0.12, 0.11, 0.02, -0.09, -0.02, -0.44, -0.34, -0.08, 0.02, -0.02, 0.11, 0.10, 0.11, 0.12, 0.06, 0.09, 0.10, 0.11, 0.11, 0.03, 0.10, 0.12